Formula: H22O11
Source: OMol25
Level of theory: ωB97M-V with the def2-TZVPD basis set

For the electronic energy, the calculation gives -840.67780 hartree. For the HOMO energy, the calculation gives -10.1530 eV. For the frontier orbital gap, the calculation gives 9.8 eV.

Each line ends with the natural charge from an NBO analysis.
Positions of all 33 atoms, in Å:
1 O 3.5786 -0.0212 2.1092  -0.94
2 O -2.0149 3.6039 -0.0440  -0.97
3 O -2.1990 0.9414 -1.5696  -0.96
4 O 1.4904 0.4937 1.1719  -0.93
5 O -1.8347 -1.0948 4.2431  -0.93
6 O 2.1982 -1.5462 -1.9696  -1.02
7 O -0.9772 1.9220 4.3960  -0.94
8 O 1.1769 -2.4005 0.1595  -0.94
9 O 0.1453 2.2173 -4.5759  -0.93
10 O 0.0345 -0.5926 -3.0079  -1.00
11 O -0.9914 -2.0420 -1.1810  -0.92
12 H -1.7646 1.2763 4.0100  0.48
13 H 1.4139 -3.3147 -0.2721  0.49
14 H 1.7617 -1.5893 -1.0517  0.51
15 H 0.0012 0.4344 -2.5576  0.45
16 H 3.0036 -0.1446 2.9464  0.46
17 H 3.0759 -1.9227 -2.0501  0.48
18 H -0.0569 1.9608 -3.7041  0.46
19 H -1.8694 -1.7458 3.5778  0.47
20 H 1.0940 0.8721 0.3208  0.47
21 H 0.6646 -0.0382 1.3693  0.46
22 H -1.5625 -2.7534 -1.5273  0.46
23 H -1.8405 -1.4490 5.0180  0.46
24 H -1.7575 0.1218 -1.5021  0.49
25 H -2.1476 2.7227 -0.0636  0.48
26 H 3.5311 1.0302 2.1070  0.48
27 H -2.5801 4.1954 -0.5491  0.48
28 H 1.9174 -2.3999 0.8067  0.50
29 H 0.5076 1.4589 -4.9882  0.47
30 H 0.8749 -1.0890 -2.8901  0.51
31 H -1.2627 2.6768 3.8389  0.46
32 H -0.6758 -2.4330 -0.4527  0.46
33 H -2.9350 0.6493 -2.1179  0.47

Forces on the atoms, in the same order (eV/Å):
O -0.4 2.9 3.0
O 1.6 5.3 1.0
O -1.0 1.1 -0.3
O -4.0 -0.1 -2.4
O 0.1 4.9 -6.6
O -0.5 0.3 0.2
O -3.9 -1.8 -2.5
O 1.8 -3.5 0.5
O -0.1 1.8 -1.1
O -1.0 4.5 0.6
O -3.0 0.9 -4.0
H 3.2 1.7 1.9
H -1.1 2.4 0.7
H 1.4 -0.2 -1.5
H 0.9 -5.0 -1.8
H 1.4 0.0 -2.0
H 0.0 0.0 0.6
H -0.4 -0.4 1.5
H -0.1 -1.2 -0.9
H 1.2 -0.2 1.4
H 1.4 0.6 0.4
H 0.1 0.7 -0.3
H -0.1 -3.6 7.5
H 1.4 -1.8 0.5
H -1.4 -4.3 -1.0
H 0.3 -3.4 -0.4
H -0.2 -1.0 -0.1
H -0.6 0.7 0.0
H 0.5 -1.3 -0.5
H -0.1 1.1 0.5
H 0.8 0.0 0.6
H 2.1 -1.9 4.6
H -0.3 0.5 -0.1